One molecule with the formula S2, computed with wB97M-V/def2-TZVPD.

## Properties
Strongest force on any atom in eV Å⁻¹: 0.9
Electronic energy in eV: -21668.9859
HOMO-LUMO gap in eV: 5.77
HOMO in eV: -8.1875
Multiplicity: 1
Net charge: 0
LUMO level in eV: -2.42

Last column: Löwdin charge in e.
CARTESIAN COORDINATES (ANGSTROEM)
S1 0.00 0.00 0.93  0.0000
S2 0.00 0.00 -0.93  0.0000